1.
A cluster of 3 separate species, C23H43BrCl2F5N4O8P2S3 in total. Source: the Open Molecules 2025 dataset; level of theory: ωB97M-V/def2-TZVPD.

Calculated values
2S+1: 1
energy: -7593.38383 hartree
net charge: +1
frontier orbital gap: 6.33 eV
M: 907.57 Da

Each line ends with the Mulliken charge.
Geometry (Å):
C (6.52470, -2.14327, 2.49658)  -0.4863
C (6.61674, -0.82366, 2.50536)  -0.8163
C (6.18450, 0.74783, 2.44585)  1.0943
S (5.78936, 1.35731, 4.14646)  -0.1629
C (7.58643, 1.50876, 2.00731)  -0.4995
O (8.51338, 0.52195, 1.47872)  -0.5557
N (7.38413, 2.70155, 1.13272)  0.2239
P (7.64102, 2.37544, -0.59240)  0.1500
S (9.34167, 3.17111, -1.11884)  -0.2845
C (6.12357, 3.45018, 1.42299)  -1.3420
S (5.98052, 5.09956, 0.53793)  1.2941
O (5.10839, 5.02056, -0.70859)  -0.5983
O (7.36834, 5.59978, 0.15447)  -0.5707
C (5.12585, 6.37572, 1.65740)  0.5270
F (3.75622, 6.56333, 1.19939)  -0.2258
F (5.02907, 5.94883, 3.02634)  -0.2426
C (5.85290, 7.81690, 1.65460)  0.5329
F (7.00029, 7.75200, 2.54661)  -0.2050
F (4.93399, 8.73167, 2.31555)  -0.2187
F (6.18421, 8.30019, 0.35552)  -0.1609
C (4.83858, 2.46549, 1.12497)  -0.2952
P (3.33759, 3.26419, 1.94379)  0.4035
O (2.79247, 2.45321, 3.35147)  -0.4521
Br (1.59621, 2.97807, 0.45935)  0.0299
N (5.11910, 1.00615, 1.38734)  0.1989
C (3.92078, 0.11124, 1.47227)  0.2001
Cl (3.27373, -0.72720, 2.96444)  -0.0522
C (3.19181, -0.19607, 0.24786)  0.1955
C (3.55658, 0.36216, -1.21129)  -1.0660
Cl (1.73312, -1.34248, 0.31776)  -0.1200
H (6.45268, -3.26849, 2.22495)  0.3707
H (5.71631, 0.30935, 5.06377)  0.3075
H (8.06896, 1.88792, 3.00120)  0.3778
H (9.36720, 0.96175, 1.23798)  0.4243
H (6.56288, 2.97339, -1.34132)  0.1267
H (7.62037, 0.96596, -0.90488)  0.1493
H (6.15512, 3.71629, 2.56233)  0.6506
H (4.68047, 2.56103, -0.03024)  0.1906
H (2.52885, 3.19431, 3.97187)  0.3545
H (5.60624, 0.67801, 0.50826)  0.5612
H (3.39486, 1.50032, -1.34510)  0.2838
H (2.85696, -0.14160, -1.99752)  0.4204
H (4.63248, 0.02664, -1.52299)  0.3384
C (-3.20672, -1.68722, -0.96976)  -0.3942
O (-2.96489, -1.37378, -2.33397)  -0.3343
C (-4.03204, -0.63300, -2.93316)  -0.8365
C (-3.56128, 0.78186, -3.28615)  -0.1606
N (-3.35119, 1.58034, -2.07609)  -0.3099
C (-2.67900, 2.85623, -2.33071)  -0.7303
C (-1.22665, 2.79642, -2.83608)  -0.5664
O (-0.30629, 2.27264, -1.88045)  -0.2973
C (-0.18795, 0.85860, -1.89057)  0.3178
H (-2.40619, -2.34564, -0.62562)  0.1950
H (-3.19431, -0.78177, -0.35584)  0.2992
H (-4.16056, -2.20816, -0.85161)  0.0721
H (-4.92714, -0.61174, -2.30196)  0.3674
H (-4.29444, -1.15351, -3.85966)  0.3725
H (-4.31661, 1.26586, -3.91136)  0.4241
H (-2.63601, 0.68947, -3.86379)  0.1921
H (-2.78979, 1.04703, -1.42042)  0.0424
H (-2.68044, 3.40305, -1.38106)  0.3605
H (-3.28048, 3.44506, -3.03128)  0.4250
H (-0.90870, 3.82671, -3.02060)  0.3965
H (-1.13565, 2.27763, -3.79698)  0.3321
H (-0.34206, 0.43263, -2.88569)  0.3588
H (-0.88380, 0.41623, -1.17497)  0.2179
H (0.82057, 0.60215, -1.55954)  -0.8068
C (-8.82550, -4.59451, 2.48835)  -0.7203
O (-8.78264, -5.73016, 1.63716)  -0.3437
C (-9.49451, -5.53579, 0.41199)  -0.7838
C (-8.52054, -5.52709, -0.77118)  -0.2277
N (-7.69948, -4.31381, -0.76462)  -0.3181
C (-6.59444, -4.35434, -1.72495)  -0.3806
C (-5.48749, -5.39564, -1.48053)  -0.6305
O (-4.71965, -5.15376, -0.30458)  -0.4139
C (-5.26685, -5.70974, 0.88210)  -0.5801
H (-8.36205, -4.86601, 3.43922)  0.2384
H (-8.26043, -3.76384, 2.05585)  0.3020
H (-9.85748, -4.28729, 2.67903)  0.3449
H (-10.11091, -4.63038, 0.43021)  0.4021
H (-10.16848, -6.39115, 0.30124)  0.3935
H (-9.08920, -5.57292, -1.70411)  0.3907
H (-7.89881, -6.42474, -0.69605)  0.1847
H (-7.31302, -4.18005, 0.16397)  0.0672
H (-6.12978, -3.36188, -1.70574)  0.1063
H (-7.00064, -4.48989, -2.73308)  0.3987
H (-4.78433, -5.31765, -2.31511)  0.4029
H (-5.86470, -6.42437, -1.50094)  0.4021
H (-5.81998, -6.63398, 0.69502)  0.3017
H (-5.90508, -4.97842, 1.38218)  0.1931
H (-4.44104, -5.93508, 1.56163)  0.2822

2.
A structure of composition C23H43CeN2OP3S. Source: the Open Molecules 2025 dataset; level of theory: ωB97M-V/def2-TZVPD.

Calculated values
2S+1: 2
energy: -2983.21443 hartree
net charge: +3
frontier orbital gap (spin up / spin down): 3.44 / 3.08 eV
M: 628.72 Da

Each line ends with the Mulliken spin population.
Geometry (Å):
Ce (0.24409, -2.41482, -0.87649)  0.9626
P (-0.75024, 0.78079, 0.75690)  -0.0051
P (-2.68729, -1.53935, -0.91420)  -0.0163
P (3.20375, 0.71292, -1.20391)  -0.0075
H (0.61204, -3.53874, -3.44942)  0.0119
C (1.49497, -3.25611, -2.83581)  0.1416
C (1.85764, -3.84887, -1.57966)  -0.1215
H (1.61495, -4.88756, -1.25305)  0.0064
C (-0.81003, 2.41760, -0.12151)  -0.0004
C (-2.23030, 1.04926, 1.81206)  -0.0009
C (0.50696, 1.19603, 2.03012)  -0.0002
C (-3.23575, -2.96745, -1.95774)  -0.0007
C (-3.96689, -1.58998, 0.36061)  -0.0016
C (-3.23918, -0.12657, -1.97317)  -0.0026
C (4.89921, 0.62636, -1.95995)  0.0001
C (3.73197, 0.51265, 0.58008)  -0.0020
C (3.05270, 2.55460, -1.24852)  -0.0007
H (2.35151, -2.89574, -3.43392)  -0.0109
H (2.55571, -3.28151, -0.93057)  -0.0035
H (-1.08512, 3.21739, 0.59306)  -0.0003
H (-1.57644, 2.35393, -0.91486)  0.0001
H (0.17447, 2.63242, -0.57642)  0.0001
H (-2.08481, 1.97280, 2.39508)  -0.0002
H (-2.33856, 0.19595, 2.50281)  0.0001
H (-3.13176, 1.14243, 1.18959)  0.0001
H (0.02297, 1.55814, 2.94562)  0.0000
H (1.19682, 1.96312, 1.65748)  -0.0001
H (1.06720, 0.28796, 2.27102)  -0.0001
H (-4.32011, -3.12483, -1.78234)  -0.0009
H (-2.70433, -3.89964, -1.67977)  -0.0009
H (-3.05796, -2.77002, -3.03486)  0.0001
H (-4.49196, -0.63997, 0.50328)  -0.0001
H (-3.52026, -1.82816, 1.32981)  -0.0003
H (-4.72905, -2.34818, 0.16090)  -0.0005
H (-4.14007, -0.37387, -2.54867)  -0.0004
H (-2.43806, 0.09779, -2.68630)  0.0010
H (-3.42314, 0.77868, -1.38679)  -0.0002
H (5.47543, 1.51727, -1.67878)  -0.0001
H (4.83000, 0.56507, -3.05400)  -0.0001
H (5.38297, -0.27357, -1.56673)  0.0001
H (4.83634, 0.67048, 0.66619)  0.0000
H (3.48745, -0.51894, 0.93279)  0.0000
H (3.20165, 1.22584, 1.25285)  0.0002
H (4.02003, 3.00662, -1.51814)  -0.0005
H (2.72877, 2.97283, -0.28290)  0.0001
H (2.32360, 2.83620, -2.02398)  0.0000
C (0.26268, 0.18749, -5.04740)  -0.0006
C (-0.15297, 1.49274, -5.28106)  0.0062
C (-1.34806, 1.70218, -5.93506)  -0.0031
C (-2.22460, 0.64350, -6.23871)  0.0066
C (-1.88983, -0.65094, -5.76144)  0.0035
C (-0.67027, -0.87941, -5.12782)  0.0007
S (1.95843, 0.12257, -4.83160)  0.0390
H (2.14414, 1.14841, -3.98356)  0.0021
H (0.53343, 2.33732, -5.13382)  -0.0010
H (-1.56108, 2.70663, -6.30382)  0.0001
H (-3.16032, 0.82674, -6.79839)  0.0001
H (-2.64751, -1.42400, -5.96836)  0.0004
H (-0.47142, -1.85886, -4.69820)  0.0011
N (-1.12488, -2.40604, 5.49893)  0.0000
C (-1.13243, -2.06614, 4.19624)  0.0003
O (-2.13052, -1.57713, 3.65510)  0.0001
C (0.13720, -2.29182, 3.42782)  0.0018
C (1.38418, -2.43161, 4.04579)  -0.0005
C (2.52728, -2.61838, 3.26276)  0.0004
C (2.42739, -2.68685, 1.88530)  0.0010
N (1.21531, -2.57336, 1.27674)  -0.0003
C (0.10711, -2.30877, 2.02395)  0.0021
H (-1.99659, -2.37267, 6.00209)  0.0000
H (-0.45072, -3.04774, 5.88697)  0.0000
H (1.47742, -2.36200, 5.13415)  0.0000
H (3.49958, -2.71466, 3.72745)  0.0000
H (3.28362, -2.85785, 1.24809)  -0.0006
H (-0.87510, -2.20208, 1.54079)  -0.0055

3.
A structure of composition C23H43Cl2N4O6ScSi. Source: the Open Molecules 2025 dataset; level of theory: ωB97M-V/def2-TZVPD.

Calculated values
2S+1: 1
energy: -3543.43380 hartree
frontier orbital gap: 8.47 eV
M: 615.57 Da

Each line ends with the Mulliken charge.
Geometry (Å):
C (0.81233, -4.74129, -4.28638)  -1.3263
C (1.12285, -3.33926, -3.88712)  0.5257
H (1.16196, -4.96886, -5.30888)  0.4362
H (-0.26719, -4.90926, -4.24997)  0.0587
H (1.30467, -5.45472, -3.60080)  0.2901
C (1.82394, -2.47587, -4.65755)  0.3053
C (2.29425, -2.72001, -6.05447)  -1.5666
H (2.18368, -1.52624, -4.24309)  0.3669
H (1.50039, -2.72008, -6.82961)  0.2850
H (2.84459, -3.66866, -6.11590)  0.4053
H (3.02002, -1.92988, -6.33052)  0.3689
Sc (-1.07290, 1.51939, 0.87086)  0.4248
Cl (-3.37253, 1.65050, 0.02316)  -0.5456
C (1.60197, 1.31629, 2.47200)  0.3619
O (0.69545, 2.13526, 2.20038)  -0.7139
N (2.91976, 1.52298, 2.29533)  0.3719
C (3.38071, 2.67409, 1.54261)  -0.9810
C (3.89877, 0.73101, 3.02834)  -0.9426
H (1.35442, 0.30774, 2.84690)  0.2810
H (2.57257, 3.41587, 1.52276)  0.2991
H (3.65387, 2.39973, 0.51238)  0.1546
H (4.26718, 3.06675, 2.05032)  0.4011
H (3.35741, 0.04226, 3.68226)  0.3257
H (4.51796, 1.40404, 3.62856)  0.3601
H (4.56072, 0.15597, 2.36977)  0.2948
H (-4.86117, 2.56206, 4.76053)  0.3254
H (-4.20033, 0.32441, 5.74062)  0.3289
C (-4.06575, 2.56137, 4.01001)  -0.8420
C (-3.77758, 0.16989, 4.74223)  -0.8820
N (-3.18662, 1.40905, 4.24753)  0.1409
H (-3.46215, 3.47691, 4.09066)  0.2626
C (-2.05026, 1.42144, 3.55745)  0.1912
O (-1.81834, 2.33362, 2.72497)  -0.6796
H (-2.99919, -0.60183, 4.78970)  0.3161
H (-1.32603, 0.61963, 3.76196)  0.5123
H (-4.50221, 2.50715, 2.99498)  0.2678
H (-4.59518, -0.17151, 4.08320)  0.3046
H (-1.16753, 0.76183, -3.63198)  0.1188
H (1.53401, 1.44720, -4.13641)  0.2506
C (-1.21439, 1.85195, -3.47553)  -0.7931
C (1.20879, 2.43881, -3.79091)  -0.9166
N (0.04769, 2.34262, -2.90959)  0.3483
H (-2.05307, 2.08157, -2.81092)  0.2820
C (0.19046, 2.81319, -1.66840)  0.2767
O (-0.71315, 2.81031, -0.78663)  -0.8043
H (2.00898, 2.88256, -3.18506)  0.2981
H (1.20186, 3.20351, -1.43830)  0.2407
H (-1.36240, 2.32764, -4.45492)  0.3508
H (1.00047, 3.09397, -4.64896)  0.3807
O (-0.68821, -2.43955, -2.46664)  0.0404
C (0.64336, -3.00363, -2.48239)  -0.4144
C (1.85860, -0.78966, -2.19576)  0.1720
C (1.65223, -2.09507, -1.74268)  0.9093
H (1.17008, -0.39033, -2.94898)  0.1408
C (2.93388, -0.00742, -1.74156)  -0.9036
H (0.57532, -3.95723, -1.94479)  0.4519
C (2.40983, -2.53543, -0.65261)  -0.7458
H (3.10715, 0.97573, -2.18110)  0.2587
C (3.73938, -0.49085, -0.72117)  -0.4209
C (3.44627, -1.73292, -0.15472)  -0.8441
H (2.19455, -3.52291, -0.21271)  0.3616
H (4.56971, 0.11747, -0.35559)  0.5304
H (4.05284, -2.08516, 0.68749)  0.3706
Si (-2.23122, -2.91521, -2.49868)  0.2318
Cl (0.58980, 0.32877, 0.06134)  0.2331
C (-3.04105, -1.42759, -3.32902)  -0.8365
C (-2.79691, -2.99986, -0.73497)  -0.9409
C (-2.66596, -4.45662, -3.45606)  -1.2943
H (-2.49760, -1.19375, -4.25937)  0.2406
H (-3.00991, -0.53691, -2.67637)  0.0552
H (-4.09493, -1.62301, -3.58261)  0.4266
H (-2.34621, -4.26240, -4.49090)  0.3135
H (-3.76673, -4.63239, -3.47323)  0.3856
H (-2.18735, -5.38432, -3.11887)  0.3589
H (-2.01095, -3.30841, -0.03727)  0.2631
H (-3.63542, -3.70269, -0.60437)  0.4223
H (-3.14292, -2.02098, -0.37331)  0.1387
O (-0.57968, -1.32808, 3.02619)  -0.5166
N (-1.27496, -1.38728, 2.00924)  0.1721
O (-1.95381, -0.31118, 1.70350)  -0.0800

The highest 2S+1 belongs to which entry?
C23H43CeN2OP3S